ORCA calculation (ωB97M-V/def2-TZVPD) on a structure of composition C24H36P2SiTl at a distorted geometry.

Last column: Mulliken charge in e.
Cartesian coordinates (Å):
C  1.087269  2.136478  0.244388  -1.0938
C  0.128643  2.267236  -0.819414  -0.4393
C  -1.182630  2.074536  -0.265153  -0.8306
H  0.351509  2.398473  -1.857796  0.7674
C  -1.043964  1.835259  1.138304  -0.8135
C  0.359827  1.875241  1.454757  -0.7546
H  0.803426  1.695631  2.419422  0.8138
H  2.159111  2.147216  0.144982  0.5010
H  -2.102035  2.035769  -0.814055  0.6784
H  -1.853635  1.606159  1.812952  0.5613
Tl  0.136115  -0.411042  -0.053338  0.9252
C  -1.490606  -3.799989  -5.426195  -0.7638
H  -2.197962  -3.817179  -4.595880  0.1991
H  -1.779237  -3.030349  -6.145630  0.2552
H  -0.479917  -3.610516  -5.064253  0.0217
Si  -0.088928  -0.937143  -2.602648  -0.4754
C  1.623296  -0.898955  -3.282358  0.7735
C  2.386293  0.285428  -3.297584  0.1152
H  2.007709  1.203889  -2.824547  0.2139
C  3.622876  0.264215  -3.938678  -0.6901
H  4.212991  1.184419  -3.973739  0.3972
C  4.110137  -0.906924  -4.532600  -0.5681
H  5.087066  -0.916257  -5.018435  0.3855
C  3.332373  -2.080180  -4.496134  -0.6792
H  3.705504  -2.997059  -4.951433  0.4083
C  2.093127  -2.086487  -3.872481  -0.5373
H  1.466422  -2.995293  -3.847295  0.3570
C  -1.245317  0.212669  -3.447835  1.0544
C  -0.814231  0.703566  -4.693956  -0.6020
H  0.172284  0.415270  -5.085483  0.3713
C  -1.641542  1.568089  -5.398331  -0.6141
H  -1.294666  1.964805  -6.353292  0.4085
C  -2.900131  1.932747  -4.896970  -0.6072
H  -3.543101  2.608940  -5.464243  0.3901
C  -3.328490  1.410043  -3.665759  -0.3716
H  -4.308652  1.683893  -3.270031  0.4162
C  -2.515340  0.547672  -2.935698  -0.5656
H  -2.847696  0.154892  -1.961890  0.4139
H  -0.617960  -2.327878  -2.582236  -0.1420
H  -1.510094  -4.773734  -5.925887  0.3520
C  2.370380  -2.578366  0.020375  -0.9554
P  0.556706  -2.918487  0.346644  0.4991
C  0.874580  -3.868601  1.851812  -1.2127
C  -1.520521  -2.699248  0.560304  -1.0877
C  -1.878291  -1.867508  1.789848  -0.8122
P  -0.503127  -0.766355  2.527511  0.4320
C  -1.631834  -0.058922  3.770879  -1.3120
C  1.126812  -0.810733  3.478982  -1.1073
H  2.741397  -3.613552  -0.012080  0.4099
H  2.820122  -2.043102  0.886685  0.2647
H  2.557461  -2.048379  -0.939728  0.2655
H  -0.010801  -3.953796  2.493905  0.4035
H  1.092588  -4.813767  1.288534  0.4412
H  1.801908  -3.509301  2.306405  0.3363
H  -1.862162  -2.225138  -0.373761  0.2749
H  -1.784599  -3.761532  0.643607  0.5513
H  -2.630246  -1.113149  1.479949  0.5062
H  -2.317273  -2.494018  2.571068  0.5139
H  -1.747752  -0.721255  4.645432  0.4487
H  -1.220477  0.911133  4.063710  0.4157
H  -2.628988  0.088578  3.318527  0.4404
H  1.072676  -1.407083  4.399405  0.4187
H  1.963476  -1.155234  2.848914  0.2054
H  1.364722  0.242558  3.742927  0.4281

Force components x, y, z for each atom (eV/Å):
C -1.2219 -0.8700 -0.1218
C -0.8307 -0.2134 1.2551
C 1.6393 -0.1256 0.1224
H 0.0265 0.2221 -0.3163
C 1.5023 0.4145 -0.4491
C -1.1002 0.5747 -0.9287
H 0.0402 0.2235 0.0240
H 0.1383 0.3230 0.0260
H -0.1915 0.2796 -0.1163
H -0.0281 0.2716 0.0165
Tl 0.0000 2.5916 -0.0968
C -0.0865 -0.1920 -0.2053
H 0.0943 0.0603 -0.0435
H 0.0508 -0.0631 0.1450
H -0.0790 0.0300 0.0045
Si -0.1821 -0.4683 0.0316
C -0.1331 -0.0041 0.1291
C 0.0288 -0.5845 -0.2146
H 0.2299 -0.4728 -0.2994
C 0.2671 0.2558 0.0110
H -0.1169 -0.3696 -0.0110
C -0.6039 -0.2855 0.2175
H -0.3270 0.0348 0.1326
C 0.5714 0.1380 -0.1205
H -0.0288 0.2526 0.0547
C -0.0939 0.3456 0.0982
H 0.4814 0.5259 -0.0382
C -0.1744 0.1182 0.0948
C -0.1770 0.0441 0.4694
H -0.5508 0.2363 0.1321
C -0.3462 0.2769 -0.2909
H -0.1887 -0.0722 0.2225
C 0.4311 -0.4155 0.2532
H 0.2293 -0.2160 0.2247
C -0.1866 0.0829 -0.0907
H 0.2711 -0.0545 -0.1675
C 0.3807 0.1202 -0.4484
H 0.1378 0.2032 -0.5489
H 0.1121 0.1402 0.0284
H 0.0150 0.1890 0.0991
C 0.1276 1.1188 -0.3420
P -1.4100 -1.8776 -0.1039
C 0.0977 -1.1040 -0.9528
C 1.5061 0.6730 0.0798
C 0.3236 -1.1936 0.3656
P -0.5256 0.4559 -0.6575
C -0.0691 0.5814 -0.0940
C -0.1604 -1.0292 0.0815
H 0.0384 0.4268 -0.1578
H -0.1596 -0.2625 -0.6818
H 0.0114 -0.4625 0.6777
H 0.5978 -0.1577 0.0546
H -0.0819 0.1305 1.5003
H -0.4479 -0.2105 0.4556
H 0.0436 -0.6166 0.2998
H 0.1967 0.4083 -0.2251
H 0.5273 -0.0855 0.5426
H -0.1282 -0.0395 -0.1774
H 0.2080 0.2366 -0.3085
H -0.2371 -0.0962 0.2825
H 0.5087 0.0173 0.2925
H 0.1296 0.1589 -0.2097
H -0.5027 -0.0265 0.1950
H -0.5942 -0.5926 -0.2016

Its charge is +1. The molar mass is 619.0 g/mol. The energy above the lowest of the compared OMol25 structures with the same formula, charge and spin is 3.536 eV. The total energy is -56608.4768 eV. The calculation puts the highest occupied orbital energy (alpha / beta) at -0.3614 / -0.3614 Eh.